(1)
The following is a quantum chemistry calculation of 2 unconnected molecules or ions with the total composition C11H14NS, from the Open Molecules 2025 dataset.

- energy above the lowest of the compared OMol25 structures with the same formula, charge and spin (kcal/mol) = 0.00
- LUMO energy (eV) = -4.232
- Kohn-Sham gap (eV) = 8.1676
- HOMO level (eV) = -12.399

```
! RIJCOSX wB97M-V def2-TZVPD def2/J DEFGRID3
* xyz 1 1
C -1.23604 2.56052 0.07300
C -1.66916 1.70500 1.09701
C -0.47162 2.10861 -1.03497
C -1.40151 0.32268 1.05112
C -0.05023 0.78217 -1.03429
C -0.61321 0.01028 -0.04787
C -1.54169 -0.99253 1.83188
C 0.85252 -0.14544 -1.75296
C -0.91280 -2.10038 0.96122
C -0.20506 -1.32845 -0.13568
C 1.55978 -2.43415 -1.70393
N 0.79293 -1.41235 -1.04744
S 2.12332 2.17185 1.21957
H -1.73457 3.52391 -0.10616
H -2.07679 2.21571 1.96130
H -0.16124 2.69603 -1.86350
H -0.99649 -0.95618 2.72260
H -2.60094 -1.05766 2.07659
H 0.49980 -0.24558 -2.73080
H 1.87247 0.35661 -1.83860
H -0.26682 -2.72757 1.56714
H -1.66518 -2.77527 0.53780
H 1.26177 -3.42250 -1.53376
H 1.72978 -2.17679 -2.81999
H 2.58609 -2.27488 -1.23695
H 2.35817 3.52447 1.24072
H 1.96671 2.07190 2.54696
*
```



(2)
The following is a quantum chemistry calculation of 2 unconnected molecules or ions with the total composition C4H9O2, from the Open Molecules 2025 dataset.

- energy above the lowest of the compared OMol25 structures with the same formula, charge and spin (kcal/mol) = 24.45
- LUMO energy (eV) = 3.878
- Kohn-Sham gap (eV) = 7.3396
- HOMO level (eV) = -3.462

```
! RIJCOSX wB97M-V def2-TZVPD def2/J DEFGRID3
* xyz -1 1
C 0.44902 -1.09092 -2.27941
C 1.15972 -1.02213 -0.92182
H 0.66223 -0.02693 -2.68060
H 1.07558 -1.81145 -2.89022
H -0.60772 -1.36330 -2.13932
H 0.88742 -1.76770 -0.20212
H 1.01182 -0.01822 -0.42702
H 2.20256 -1.11696 -1.05580
C -0.89557 1.81530 1.61388
C -1.03715 0.31623 2.08886
O -2.06544 -0.34573 2.17587
O 0.08639 -0.15044 2.32727
H -1.98035 2.28762 1.61095
H -0.55459 1.70627 0.58203
H -0.39394 2.58838 2.19748
*
```



(3)
The following is a quantum chemistry calculation of a molecular structure, C3H9O4, from the Open Molecules 2025 dataset.

- energy above the lowest of the compared OMol25 structures with the same formula, charge and spin (kcal/mol) = 109.60
- LUMO energy (alpha / beta) (eV) = -6.856 / -7.159
- Kohn-Sham gap (alpha / beta) (eV) = 9.0779 / 8.7415
- HOMO level (alpha / beta) (eV) = -15.934 / -15.901

```
! RIJCOSX wB97M-V def2-TZVPD def2/J DEFGRID3
* xyz 1 1
C -0.40884 -1.96005 -1.32267
C -1.50595 1.64183 -0.31897
C 1.76820 0.37361 1.58919
O 0.46406 -1.38283 -0.36920
O -1.05356 0.51350 0.31177
O 1.48361 0.64324 0.27444
O 0.48512 0.03731 -0.37136
H -1.35748 -1.66478 -1.34668
H -0.33080 -3.05900 -0.82585
H -0.06594 -2.00972 -2.28524
H -1.41957 1.51872 -1.44991
H -0.94432 2.50004 -0.03051
H -2.49701 1.68359 0.23845
H 2.44698 1.11412 1.84007
H 2.08428 -0.61751 1.90555
H 0.85121 0.66792 2.16091
*
```



(4)
The following is a quantum chemistry calculation of a gas-phase ion, C7H11N4O (charge +1), from the Open Molecules 2025 dataset.

- energy above the lowest of the compared OMol25 structures with the same formula, charge and spin (kcal/mol) = 30.87
- ⟨S²⟩ = 2.03
- LUMO energy (alpha / beta) (eV) = -3.613 / -6.421
- Kohn-Sham gap (alpha / beta) (eV) = 6.8569 / 6.0366
- HOMO level (alpha / beta) (eV) = -10.470 / -12.458

```
! RIJCOSX wB97M-V def2-TZVPD def2/J DEFGRID3
* xyz 1 3
C -1.71504 0.06641 -0.63140
C -1.60800 1.92188 0.58659
C -2.95816 0.58266 -0.40867
C 2.57052 -0.37229 0.33537
C 3.27668 0.56755 1.29286
C 0.49363 0.83445 0.22818
C -4.28759 0.11038 -0.82172
N -2.84207 1.73271 0.36303
N -0.80731 0.90412 0.00414
N 1.28120 -0.21176 -0.07039
N 3.21825 -1.44852 -0.11221
O 2.73320 1.68464 1.66522
H -1.42378 -0.78795 -1.20660
H -1.17868 2.71023 1.17040
H 3.51655 -0.09002 2.17134
H 4.28894 0.72171 0.84628
H 0.99595 1.64028 0.77829
H -4.80685 0.90428 -1.35741
H -4.22543 -0.77837 -1.44040
H -4.89257 -0.10344 0.06138
H 0.86548 -0.97603 -0.60984
H 4.16530 -1.62293 0.18630
H 2.81653 -2.10559 -0.76671
*
```



(5)
The following is a quantum chemistry calculation of a molecular structure, C36H90N6Na4O16P, from the Open Molecules 2025 dataset.

- LUMO energy (eV) = -3.274
- Kohn-Sham gap (eV) = 3.3193
- HOMO level (eV) = -6.593

```
! RIJCOSX wB97M-V def2-TZVPD def2/J DEFGRID3
* xyz 1 1
Na 12.92207 18.19760 18.41240
Na 12.06908 19.07025 24.70107
Na 9.50716 24.54310 21.09459
Na 7.69977 17.92188 22.08816
P 10.77957 20.84460 21.07243
O 11.04084 19.32049 21.32651
O 9.23490 21.14525 21.01926
O 11.37884 21.30394 19.71016
O 11.29860 21.56554 22.35974
C 15.24989 11.78110 23.32016
O 15.77690 12.35772 22.13388
C 14.76143 12.79581 21.23233
C 13.90061 13.92048 21.78034
N 13.13127 14.56845 20.69507
C 12.06931 13.67471 20.30500
C 11.11967 14.22688 19.26316
O 11.76080 14.78738 18.14089
C 12.33767 13.87077 17.23750
H 14.51027 12.37316 23.85917
H 16.10988 11.78648 23.98985
H 14.91009 10.75378 23.18880
H 14.16930 11.92476 20.95170
H 15.27179 13.07682 20.31110
H 14.55400 14.66719 22.23157
H 13.35513 13.56120 22.65296
H 12.70882 15.40687 21.06747
H 11.42189 13.48957 21.16212
H 12.42622 12.72077 19.91676
H 10.48267 15.01256 19.66942
H 10.37834 13.44685 19.08973
H 13.02034 13.15292 17.69219
H 12.87032 14.36011 16.42207
H 11.48592 13.34504 16.80595
C 3.96213 17.27309 23.20528
O 4.35744 17.78775 21.90989
C 3.35250 18.05046 20.93616
C 3.94170 18.64296 19.67184
N 4.76203 17.64374 18.99883
C 5.53139 18.29817 17.94587
C 4.66577 18.80868 16.75965
O 3.76287 17.78768 16.28242
C 3.06697 18.05936 15.06564
H 3.40672 16.34015 23.10910
H 3.31399 17.89231 23.82543
H 4.79411 17.06627 23.87844
H 2.59728 18.72285 21.34315
H 2.75323 17.17262 20.69458
H 4.58174 19.47230 19.97289
H 3.15454 18.97772 18.99626
H 4.16140 16.93981 18.59407
H 6.26632 17.59182 17.55979
H 6.16690 19.05596 18.40410
H 5.23194 19.16794 15.90030
H 4.04431 19.67335 16.99256
H 2.44408 17.20237 14.80940
H 3.88165 18.24607 14.36596
H 2.30411 18.80566 15.28740
C 11.22071 19.53871 12.02067
O 10.80997 20.20862 13.17821
C 11.60853 19.89857 14.30740
C 12.91867 20.68411 14.30736
N 13.63297 20.38933 15.51365
C 15.03082 20.84782 15.54869
C 15.74820 20.44419 16.88108
O 15.80840 19.02694 16.93650
C 16.87229 18.61747 17.79974
H 10.68534 19.97551 11.17764
H 10.98509 18.49141 12.20971
H 12.29486 19.52804 11.83573
H 11.83147 18.84468 14.47389
H 10.99529 20.23751 15.14235
H 12.78616 21.76320 14.38545
H 13.50132 20.46486 13.41263
H 13.11694 20.86808 16.23796
H 14.91574 21.91849 15.37979
H 15.52530 20.38917 14.69240
H 15.20500 20.80274 17.75542
H 16.73281 20.90814 16.82290
H 17.84079 18.93485 17.41324
H 16.90312 17.52797 17.78743
H 16.74908 18.99641 18.81429
C 14.29258 30.18438 22.90515
O 14.16507 28.79369 23.22581
C 12.88685 28.40568 23.60111
C 12.92148 26.92985 23.98840
N 11.61131 26.25630 24.01247
C 10.70807 26.64558 25.10469
C 9.40445 25.84408 25.05135
O 8.75269 26.32297 23.87537
C 7.41438 25.96276 23.81528
H 13.68991 30.50872 22.05681
H 15.33221 30.34297 22.61859
H 14.07243 30.79856 23.77830
H 12.10982 28.55453 22.85132
H 12.48215 28.87012 24.50034
H 13.41506 26.81361 24.95326
H 13.51410 26.40508 23.23906
H 11.63710 25.27870 23.76001
H 10.43801 27.69404 24.97859
H 11.28240 26.51559 26.02193
H 8.77734 26.03265 25.92272
H 9.59811 24.77151 25.03811
H 7.37885 24.87365 23.78889
H 6.92065 26.36464 22.93051
H 6.80855 26.34862 24.63515
C 14.39050 29.24051 15.91053
O 13.67443 28.08224 16.36182
C 13.82689 27.68429 17.71399
C 13.46400 26.17409 17.97091
N 12.05548 25.86934 18.04524
C 11.30363 26.10363 16.77822
C 9.99805 25.27274 16.77171
O 9.02636 25.66657 17.72388
C 7.81248 25.09266 17.58650
H 13.92864 30.16339 16.26136
H 14.35116 29.35663 14.82745
H 15.41378 29.22702 16.28579
H 13.26418 28.35992 18.35819
H 14.85555 27.83813 18.04002
H 13.87953 25.84214 18.92235
H 14.02037 25.45433 17.37049
H 12.04422 24.86332 18.13410
H 11.96438 25.92281 15.93039
H 10.97548 27.13269 16.63170
H 10.17261 24.21087 16.94510
H 9.66049 25.29983 15.73565
H 7.88008 24.01163 17.70860
H 7.22991 25.37765 16.71043
H 7.19351 25.26600 18.46680
C 19.84701 21.02882 25.89150
O 18.55323 21.58341 25.70461
C 17.96230 21.30390 24.40115
C 16.62144 22.08801 24.35369
N 15.50906 21.41677 25.04332
C 15.48417 22.02752 26.37351
C 14.11886 21.76288 27.07802
O 14.07069 20.39171 27.47178
C 12.99640 20.09456 28.34433
H 19.98720 19.99243 25.58435
H 20.19130 21.22679 26.90657
H 20.52695 21.54650 25.21490
H 17.79731 20.22794 24.34446
H 18.61924 21.62571 23.59309
H 16.32121 21.90905 23.32124
H 16.75169 23.16934 24.39688
H 14.61869 21.64693 24.62576
H 15.64854 23.10035 26.27287
H 16.22498 21.53503 27.00340
H 13.26285 21.95941 26.43248
H 14.04432 22.35654 27.98913
H 13.13556 20.54490 29.32715
H 13.00595 19.01371 28.48489
H 12.04550 20.38453 27.89732
*
```



(6)
The following is a quantum chemistry calculation of a molecular structure, C19H42LaNOP3S, from the Open Molecules 2025 dataset.

- energy above the lowest of the compared OMol25 structures with the same formula, charge and spin (kcal/mol) = 30.26
- LUMO energy (eV) = -9.654
- Kohn-Sham gap (eV) = 6.1621
- HOMO level (eV) = -15.816

```
! RIJCOSX wB97M-V def2-TZVPD def2/J DEFGRID3
* xyz 3 1
La 0.59071 -1.29396 1.14043
P -0.26064 1.42892 2.14897
P -2.08200 -1.08921 -0.12868
P 3.33488 0.95715 -0.92363
H 0.73586 -0.28356 -1.04718
C 1.27495 -1.21673 -1.40108
C 1.92723 -2.17984 -0.49794
H 1.52045 -3.22010 -0.47099
C -0.77756 2.80563 1.05665
C -1.74907 1.21010 3.19863
C 0.83086 2.36743 3.28565
C -2.45542 -2.43827 -1.31243
C -3.40912 -1.37844 1.10898
C -2.77307 0.33462 -1.05748
C 5.11825 0.86176 -1.11248
C 3.16808 0.39859 0.79838
C 2.91831 2.69994 -0.89692
H 0.69449 -1.67686 -2.22560
H 3.01901 -2.19888 -0.53935
H -1.03241 3.68661 1.66349
H -1.64129 2.51664 0.44678
H 0.04789 3.06451 0.37986
H -1.81924 2.04655 3.90697
H -1.67355 0.27271 3.76802
H -2.65686 1.16874 2.58381
H 0.23128 3.06927 3.88328
H 1.58515 2.92926 2.71745
H 1.35379 1.67793 3.96137
H -3.38048 -2.20397 -1.85808
H -2.57906 -3.38328 -0.76605
H -1.63494 -2.55256 -2.03214
H -4.32726 -0.85655 0.80528
H -3.10779 -1.00886 2.09739
H -3.61436 -2.45435 1.18046
H -3.61564 -0.00899 -1.67495
H -2.01209 0.76248 -1.72250
H -3.12277 1.11550 -0.36896
H 5.54075 1.64652 -0.46634
H 5.38907 1.00783 -2.16394
H 5.44271 -0.13248 -0.78268
H 4.02129 0.85013 1.33164
H 3.29291 -0.69322 0.92033
H 2.26232 0.78742 1.30855
H 3.87985 3.21855 -1.01945
H 2.46069 2.99010 0.06213
H 2.25337 2.97188 -1.72662
C -0.00356 0.68905 -4.04141
C -0.36914 1.85689 -4.71697
C -1.54641 1.91293 -5.48193
C -2.42819 0.82805 -5.47412
C -2.07568 -0.34621 -4.80292
C -0.85996 -0.42304 -4.11096
S 2.63023 0.02546 -2.62720
H 0.97610 0.63599 -3.45875
H 0.30903 2.71453 -4.67453
H -1.78957 2.80495 -6.06797
H -3.38438 0.87389 -5.99872
H -2.75335 -1.21338 -4.80525
H -0.58339 -1.39284 -3.67801
C 0.72133 -2.75015 5.31116
C -0.14683 -2.94876 4.13152
N -1.31504 -3.55720 4.33001
O 0.16092 -2.56430 2.94612
H 0.75407 -3.68505 5.88829
H 0.28339 -1.97284 5.95610
H 1.73165 -2.45764 5.00995
H -1.94480 -3.72227 3.55034
H -1.53593 -3.88475 5.25619
*
```